Formula: C8H14
Source: the OMol25 dataset
Level of theory: ωB97M-V/def2-TZVPD

```
22
Properties=species:S:1:pos:R:3:forces:R:3
C 0.55363 0.77373 2.21888 -1.7 -0.4 2.2
C 1.93149 0.25945 1.91767 1.4 -2.9 -1.5
C 1.93360 -0.98279 0.89790 -1.5 3.3 -1.0
C 1.28647 -0.34554 -0.37955 -1.7 -2.1 -0.3
C 0.37725 -1.18228 -1.29155 2.5 1.6 0.6
C -2.68007 0.65202 -2.20425 0.4 -0.7 1.1
C -1.95108 0.05639 -0.89733 2.7 1.5 -1.6
C -0.41395 0.03435 -0.89607 -2.7 1.4 -0.9
H -0.26399 -0.01485 2.55498 1.9 1.3 -0.6
H 0.08703 1.30922 1.39559 0.4 -0.2 -0.3
H 0.62134 1.53006 3.03106 -0.2 -0.5 -0.2
H 2.66885 -0.11380 2.66631 -1.2 0.9 0.5
H 2.45642 0.96522 1.29152 0.2 0.7 0.2
H 1.32732 -1.80876 1.21022 -0.1 -0.8 0.5
H 2.98232 -1.24286 0.65219 -0.7 -0.1 0.0
H 0.76506 -1.28665 -2.33561 -1.2 0.1 0.6
H -0.15385 -1.97852 -0.82640 0.2 -1.8 0.1
H -2.37657 -0.01701 -3.13208 -0.9 1.5 1.9
H -2.50217 1.74889 -2.40058 0.3 -1.1 0.1
H -3.77494 0.62733 -1.88146 1.2 -0.4 -1.1
H -2.69066 0.09553 -0.11044 0.4 -1.0 0.7
H -0.18351 0.92086 -1.48098 0.2 -0.3 -0.9
```
Positions in Å, forces in eV/Å.

Summary:
**Gap between HOMO and LUMO**: 5.911 eV
**Energy above the lowest of the compared OMol25 structures with the same formula, charge and spin**: 199.5 kcal per mole
**Lowest unoccupied orbital energy**: -0.046 Eh
**Strongest force on any atom**: 3.77 eV/A

---

Formula: C8H14Br12O2P
Source: the OMol25 dataset
Level of theory: ωB97M-V/def2-TZVPD

```
37
Properties=species:S:1:pos:R:3:forces:R:3
C -0.02961 0.73960 -1.02555 -0.1 0.1 -0.1
O 1.28281 0.62143 -0.56646 0.1 -0.2 -0.1
C 1.46329 0.63117 0.86627 0.3 -0.1 0.1
C 2.34825 1.74950 1.36066 -0.8 -0.3 0.4
P 1.72435 3.34462 1.11042 0.2 0.2 0.1
C 2.15979 4.17379 2.71629 -0.1 0.2 0.1
O 2.91149 4.17745 0.20406 0.2 0.0 0.1
H -0.12383 0.14954 -1.94650 0.0 0.1 0.1
H -0.30188 1.78452 -1.25001 0.1 -0.1 0.1
H -0.75455 0.35772 -0.29305 0.0 0.0 -0.1
H 0.44579 0.61052 1.30457 0.0 0.0 0.0
H 1.92991 -0.33522 1.12434 -0.1 0.1 0.1
H 2.56100 1.57788 2.42074 0.4 -0.1 -0.2
H 1.23472 4.45151 3.23416 0.1 -0.1 0.1
H 2.73038 5.08637 2.51779 -0.1 -0.1 0.0
H 2.76419 3.52114 3.35466 -0.1 0.0 0.0
H 2.42474 4.58714 -0.50294 -0.1 0.3 -0.5
C 0.68624 -3.34088 -1.47015 0.1 0.0 0.0
Br 0.82766 -2.50207 -3.19615 0.0 0.0 0.0
Br 2.22049 -2.97495 -0.38389 0.0 0.0 0.0
Br -0.94121 -2.85151 -0.57580 0.0 0.0 0.1
H 0.64562 -4.40610 -1.64024 0.0 0.0 0.0
C 2.17615 0.42745 6.00079 0.0 -0.1 0.0
Br 0.54997 -0.16266 5.16059 -0.1 0.0 0.0
Br 3.64098 0.38203 4.77030 0.1 0.0 0.0
Br 1.95949 2.16713 6.79451 0.0 0.1 0.0
H 2.39210 -0.25793 6.80609 0.0 0.0 0.0
C -4.24917 -1.10780 -1.79391 0.1 0.0 0.0
Br -3.80097 -0.44923 -0.05034 0.0 0.0 0.1
Br -2.91430 -0.62322 -3.08516 0.0 0.0 -0.1
Br -4.52312 -3.01667 -1.76540 -0.1 -0.1 -0.1
H -5.18119 -0.65194 -2.09234 0.0 0.0 0.0
C -3.68713 -3.51296 -5.51418 0.0 0.0 0.0
Br -5.00133 -4.86135 -5.91214 -0.1 0.0 0.0
Br -1.96630 -4.27933 -5.16462 0.0 0.0 0.0
Br -3.59965 -2.19315 -6.90694 0.0 0.1 0.0
H -4.00519 -3.01354 -4.61046 0.0 0.0 0.0
```
Positions in Å, forces in eV/Å.

Summary:
**Gap between HOMO and LUMO**: 3.540 eV
**Lowest unoccupied orbital energy**: 0.054 Eh
**Strongest force on any atom**: 0.99 eV/A
**Total charge**: -1

---

Formula: C8H14Br2MgN2
Source: the OMol25 dataset
Level of theory: ωB97M-V/def2-TZVPD

```
27
Properties=species:S:1:pos:R:3:forces:R:3
Mg -3.51115 24.83492 25.55165 0.5 -0.3 0.3
Br -3.38298 25.50633 27.78723 -0.1 0.3 0.6
Br -1.87230 23.48592 24.54334 0.4 -0.3 -0.4
C -8.17593 25.05156 22.86004 0.5 0.4 -0.3
C -8.46724 23.84199 23.72678 -0.3 0.2 -0.2
C -7.29180 22.87690 23.82780 -0.1 -0.8 0.3
C -6.16085 23.44127 24.55109 -0.1 -0.1 -0.3
N -5.27515 23.88479 25.11698 -0.4 -0.1 -0.1
H -7.39089 25.67457 23.30134 -0.1 0.0 0.1
H -9.05161 25.67847 22.69672 -0.1 0.0 0.2
H -7.81349 24.78386 21.86324 -0.1 -0.2 0.1
H -9.33391 23.32457 23.31174 0.1 -0.2 0.1
H -8.74657 24.15329 24.73448 0.0 0.0 0.0
H -6.95628 22.48192 22.86693 0.1 0.4 -0.1
H -7.57132 21.97090 24.37962 -0.1 0.2 0.1
C -3.13787 28.22851 21.30753 0.0 0.5 -0.2
C -3.61936 29.24492 22.35104 0.3 -0.6 0.1
C -4.69956 28.67572 23.27388 -0.5 -0.4 -0.2
C -4.31209 27.41081 23.89347 0.0 0.8 -0.4
N -3.97978 26.43636 24.37636 0.0 -0.1 0.0
H -2.64990 28.80330 20.51758 0.2 -0.2 0.0
H -3.94369 27.67682 20.81994 -0.1 0.0 0.2
H -2.42439 27.52045 21.72264 0.0 -0.1 0.0
H -4.02151 30.11615 21.84006 -0.1 0.1 0.2
H -2.75836 29.53734 22.95279 -0.1 0.3 0.0
H -5.58437 28.44800 22.66865 0.0 0.1 0.1
H -5.02094 29.32696 24.08826 0.1 0.2 -0.1
```
Positions in Å, forces in eV/Å.

Summary:
**Gap between HOMO and LUMO**: 8.548 eV
**Energy above the lowest of the compared OMol25 structures with the same formula, charge and spin**: 1.9 kcal per mole
**Lowest unoccupied orbital energy**: 0.003 Eh
**Strongest force on any atom**: 0.89 eV/A

---

Formula: C8H14ClF3N3
Source: the OMol25 dataset
Level of theory: ωB97M-V/def2-TZVPD

```
29
Properties=species:S:1:pos:R:3:forces:R:3
C -0.78423 2.01718 -1.89317 -1.9 -4.5 -0.6
N -1.41510 1.79351 -0.53383 0.6 2.5 -2.4
C -1.48813 0.45861 -0.04119 0.6 -2.7 4.0
C -2.08246 0.55666 1.39333 -3.0 -0.6 -1.6
C -0.14009 -0.17313 0.26884 -0.1 1.6 -1.8
C 0.97922 0.45929 0.63929 -0.1 1.3 0.4
Cl 1.15594 2.19659 1.02205 0.0 -1.3 -0.3
C 2.08938 -0.51522 0.72194 1.0 0.9 -0.8
C 3.28280 -0.34916 -0.32194 -0.4 -0.8 -0.4
F 4.34363 -1.03927 0.07807 0.3 -0.1 0.7
F 2.92445 -0.98520 -1.48999 -0.1 1.2 0.3
F 3.69847 0.89681 -0.57814 -0.7 -0.3 0.0
N 1.40864 -1.74284 0.52942 0.4 -2.4 -0.3
N 0.09031 -1.47732 -0.02061 -0.1 -2.3 -0.6
C -0.91550 -2.55265 0.29491 -1.7 -0.1 -0.5
H -1.44959 1.67605 -2.72783 0.3 -0.5 1.0
H -0.71019 2.97932 -2.16650 1.0 3.8 0.1
H 0.08158 1.39719 -1.83400 1.0 0.1 -0.6
H -0.64826 2.23502 0.05485 -1.4 0.4 0.2
H -2.33568 2.28375 -0.62584 0.9 -0.5 1.2
H -2.12389 -0.27234 -0.48277 -0.4 0.1 -1.5
H -1.45051 1.08595 2.03486 0.9 0.6 1.2
H -3.01090 1.14390 1.20209 0.3 -0.3 0.8
H -2.41973 -0.44328 1.79687 0.7 1.2 -0.4
H 2.48123 -0.60460 1.69261 1.3 0.6 1.3
H 2.07618 -2.40665 0.01773 -2.3 0.9 0.3
H -0.43663 -3.55533 0.19986 0.0 1.0 0.6
H -1.46000 -2.40525 1.32340 1.3 -0.4 -1.8
H -1.74095 -2.65757 -0.55429 1.7 0.8 1.7
```
Positions in Å, forces in eV/Å.

Summary:
**Gap between HOMO and LUMO**: 8.326 eV
**Energy above the lowest of the compared OMol25 structures with the same formula, charge and spin**: 0.0 kcal per mole
**Lowest unoccupied orbital energy**: -0.115 Eh
**Strongest force on any atom**: 4.98 eV/A
**SMILES string**: C[NH2+][C@H](C)C1=C(Cl)[C@H](C(F)(F)F)NN1C
**Total charge**: +1

---

Formula: C8H14F3N4O4
Source: the OMol25 dataset
Level of theory: ωB97M-V/def2-TZVPD

```
33
Properties=species:S:1:pos:R:3:forces:R:3
N -0.75550 1.49937 -1.12378 0.0 -0.1 0.3
C 0.56026 1.68341 -1.00789 -0.1 -0.2 0.0
N 1.31945 2.58150 -1.64505 -0.1 -0.1 -0.3
C 2.54251 2.35893 -1.21104 0.1 0.1 -0.1
N 2.60546 1.38469 -0.30931 0.3 0.1 -0.2
C 3.77122 0.86738 0.40219 -0.2 -0.2 0.3
C 4.00450 -0.63915 0.29853 0.1 0.0 0.2
O 3.16091 -1.40702 1.12799 -0.5 0.1 -0.4
C 3.93048 -1.18547 -1.13050 0.0 0.2 0.1
F 4.05290 -2.49184 -1.13387 0.1 -0.5 0.0
F 2.77700 -0.88616 -1.75122 -0.2 0.1 0.0
F 4.92214 -0.65315 -1.85216 0.1 0.2 -0.1
N 1.32876 0.92341 -0.19706 -0.2 0.3 0.3
H -1.29730 1.16550 -0.34041 -0.1 -0.3 -0.1
H -1.24396 1.70256 -1.97757 0.1 0.4 0.0
H 3.41862 2.90481 -1.52640 0.0 0.0 0.0
H 4.63547 1.41724 0.04253 0.0 0.1 -0.2
H 3.66581 1.10855 1.46151 0.0 0.1 0.1
H 5.03688 -0.81446 0.61178 0.1 0.1 0.0
H 2.65544 -0.85207 1.72976 0.2 -0.1 0.2
H 1.06136 0.14709 0.38741 0.1 -0.2 -0.1
C -3.75050 -2.34778 2.48839 0.0 -0.1 0.1
O -4.74397 -1.84679 1.58807 0.0 0.0 0.0
C -4.33529 -0.89900 0.76121 -0.1 0.0 0.0
O -3.21646 -0.43847 0.71076 0.3 0.2 -0.1
O -5.35837 -0.53811 -0.00112 0.0 0.0 0.0
C -5.08400 0.48697 -0.95624 0.0 0.1 -0.1
H -4.24751 -3.10528 3.08470 -0.1 0.0 0.0
H -2.92600 -2.79462 1.93656 0.0 0.0 0.0
H -3.38358 -1.55186 3.13314 0.0 0.0 0.0
H -4.31848 0.15944 -1.65844 0.0 0.0 0.0
H -4.77280 1.40323 -0.45701 0.0 0.0 0.0
H -6.01542 0.65715 -1.48547 0.0 0.0 0.0
```
Positions in Å, forces in eV/Å.

Summary:
**Gap between HOMO and LUMO**: 10.241 eV
**Lowest unoccupied orbital energy**: -0.123 Eh
**Strongest force on any atom**: 0.63 eV/A
**Total charge**: +1

---

Formula: C8H14F3O3RhSSe3Te
Source: the OMol25 dataset
Level of theory: ωB97M-V/def2-TZVPD

```
34
Properties=species:S:1:pos:R:3:forces:R:3
Rh -1.91347 0.31862 -1.92472 1.5 -1.2 -0.7
Se -2.00104 2.75290 -1.98943 -0.7 0.1 -0.1
Se -1.71061 1.80974 -4.05571 -0.3 -0.1 0.7
Te -3.34400 -0.31473 -4.12088 0.1 -0.2 0.4
Se -4.33133 -0.43143 -1.89298 -0.1 1.1 -0.1
F 2.21653 -2.16608 -4.24496 0.1 0.0 0.0
C 1.15890 -2.47435 -3.47874 0.1 0.0 0.0
F 0.63589 -3.61784 -3.94318 0.0 0.0 0.0
F 1.62006 -2.72064 -2.24163 0.0 0.0 0.0
C 0.11679 -1.32900 -3.52479 -0.2 0.1 -0.1
O -0.48628 -1.20861 -4.58757 0.1 0.1 0.2
O 0.02189 -0.67129 -2.44196 -0.4 -0.1 -0.1
C 3.00068 -0.26240 1.72839 -0.1 0.0 0.0
C 1.97535 -1.38751 1.59415 0.0 0.1 -0.1
C 0.53050 -0.91168 1.72863 -0.1 -0.1 0.0
S 0.08141 0.12668 0.32317 -0.1 0.1 -0.1
O -1.40559 -0.22290 0.06035 0.1 0.2 -0.2
C 0.05848 1.77577 1.08976 -0.1 0.0 0.0
C -1.30439 2.16602 1.64882 0.0 0.0 0.1
C -1.66987 1.48075 2.96288 0.0 0.0 0.0
H 4.01816 -0.65246 1.68535 -0.1 0.0 0.0
H 2.88476 0.26584 2.68006 0.0 0.0 -0.1
H 2.90208 0.46792 0.91868 0.0 0.0 0.1
H 2.15051 -2.14205 2.36182 0.0 0.0 0.0
H 2.09526 -1.88230 0.62813 0.0 0.0 0.0
H 0.36008 -0.36337 2.65568 0.0 -0.1 0.0
H -0.18408 -1.73406 1.65876 0.1 0.0 0.1
H 0.36441 2.44935 0.28813 0.0 0.0 0.0
H 0.84079 1.76891 1.85435 0.0 0.0 -0.1
H -2.06890 1.93806 0.90570 0.0 0.0 -0.1
H -1.30024 3.25050 1.77485 0.0 0.0 0.0
H -1.83159 0.41057 2.81556 0.0 0.1 0.0
H -2.59438 1.89560 3.36789 0.0 0.0 0.0
H -0.88676 1.61551 3.71545 0.0 0.0 0.0
```
Positions in Å, forces in eV/Å.

Summary:
**Gap between HOMO and LUMO (spin up / spin down)**: 5.443 / 5.358 eV
**Energy above the lowest of the compared OMol25 structures with the same formula, charge and spin**: 2.9 kcal per mole
**Lowest unoccupied orbital energy (spin up / spin down)**: -0.078 / -0.080 Eh
**Strongest force on any atom**: 2.06 eV/A

---

What did the sixth record say?
Formula: C8H14F3O3RhSSe3Te
Source: the OMol25 dataset
Level of theory: ωB97M-V/def2-TZVPD

```
34
Properties=species:S:1:pos:R:3:forces:R:3
Rh -1.91347 0.31862 -1.92472 1.5 -1.2 -0.7
Se -2.00104 2.75290 -1.98943 -0.7 0.1 -0.1
Se -1.71061 1.80974 -4.05571 -0.3 -0.1 0.7
Te -3.34400 -0.31473 -4.12088 0.1 -0.2 0.4
Se -4.33133 -0.43143 -1.89298 -0.1 1.1 -0.1
F 2.21653 -2.16608 -4.24496 0.1 0.0 0.0
C 1.15890 -2.47435 -3.47874 0.1 0.0 0.0
F 0.63589 -3.61784 -3.94318 0.0 0.0 0.0
F 1.62006 -2.72064 -2.24163 0.0 0.0 0.0
C 0.11679 -1.32900 -3.52479 -0.2 0.1 -0.1
O -0.48628 -1.20861 -4.58757 0.1 0.1 0.2
O 0.02189 -0.67129 -2.44196 -0.4 -0.1 -0.1
C 3.00068 -0.26240 1.72839 -0.1 0.0 0.0
C 1.97535 -1.38751 1.59415 0.0 0.1 -0.1
C 0.53050 -0.91168 1.72863 -0.1 -0.1 0.0
S 0.08141 0.12668 0.32317 -0.1 0.1 -0.1
O -1.40559 -0.22290 0.06035 0.1 0.2 -0.2
C 0.05848 1.77577 1.08976 -0.1 0.0 0.0
C -1.30439 2.16602 1.64882 0.0 0.0 0.1
C -1.66987 1.48075 2.96288 0.0 0.0 0.0
H 4.01816 -0.65246 1.68535 -0.1 0.0 0.0
H 2.88476 0.26584 2.68006 0.0 0.0 -0.1
H 2.90208 0.46792 0.91868 0.0 0.0 0.1
H 2.15051 -2.14205 2.36182 0.0 0.0 0.0
H 2.09526 -1.88230 0.62813 0.0 0.0 0.0
H 0.36008 -0.36337 2.65568 0.0 -0.1 0.0
H -0.18408 -1.73406 1.65876 0.1 0.0 0.1
H 0.36441 2.44935 0.28813 0.0 0.0 0.0
H 0.84079 1.76891 1.85435 0.0 0.0 -0.1
H -2.06890 1.93806 0.90570 0.0 0.0 -0.1
H -1.30024 3.25050 1.77485 0.0 0.0 0.0
H -1.83159 0.41057 2.81556 0.0 0.1 0.0
H -2.59438 1.89560 3.36789 0.0 0.0 0.0
H -0.88676 1.61551 3.71545 0.0 0.0 0.0
```
Positions in Å, forces in eV/Å.

Summary:
**Gap between HOMO and LUMO (spin up / spin down)**: 5.443 / 5.358 eV
**Energy above the lowest of the compared OMol25 structures with the same formula, charge and spin**: 2.9 kcal per mole
**Lowest unoccupied orbital energy (spin up / spin down)**: -0.078 / -0.080 Eh
**Strongest force on any atom**: 2.06 eV/A

---

- Among the records above, which one has the highest strongest force on any atom?
  C8H14ClF3N3

---

- Among the records above, which one has the highest strongest force on any atom?
  C8H14ClF3N3